Here is C38H34BCl5N6OPReS2 as an isolated structure at a distorted geometry from the Open Molecules 2025 dataset. Energies are from the ωB97M-V functional and the def2-TZVPD basis.

## Properties
* orbital gap (spin up / spin down): 4.12 / 4.27 eV
* energy relative to the best compared isomer or geometry (same formula, charge and spin): 1895.7 kJ/mol
* maximum force: 2.83 eV/Å
* highest occupied orbital energy (spin up / spin down): -0.332 / -0.338 hartree
* 2S+1: 2
* ⟨S²⟩: 0.85
* lowest unoccupied orbital energy (spin up / spin down): -4.921 / -4.920 eV
* net charge: +1

Last column: Mulliken charge in e.
Geometry (Å):
Re: -0.2252 0.4248 -0.9521  1.910
Cl: -5.1750 -0.9098 4.4856  -0.122
C: -4.1656 -1.4678 3.1745  0.042
C: -3.0484 -2.2323 3.8101  0.403
Cl: -3.6189 -3.6124 4.7431  -0.169
C: -2.2216 -0.9066 1.8594  -0.703
Cl: -0.8981 -0.8671 3.0002  0.474
C: -2.6405 -0.5062 0.6535  0.323
O: -2.1659 0.0525 -0.4388  -0.318
C: -4.0309 -1.0085 0.6902  -0.050
Cl: -4.8035 -1.1755 -0.8415  -0.090
C: -4.6982 -1.3192 1.8737  0.471
Cl: -6.4382 -1.4394 1.7447  -0.204
C: -1.7486 -2.0260 4.0268  -0.728
N: 0.5836 -0.6650 3.8817  -0.681
C: 1.6068 0.1852 3.6304  -0.926
C: 2.2881 1.1441 2.8787  -0.299
N: 2.0008 2.1580 1.9116  0.602
B: 3.2948 2.8652 1.2893  0.650
N: 3.0002 3.2634 -0.2151  -0.030
C: 3.2933 4.5111 -0.7153  -0.565
C: 3.0677 4.5052 -2.0500  -0.565
N: 2.6204 3.2419 -2.3631  0.438
C: 2.2968 2.7670 -3.7003  -0.585
C: 2.5792 2.5004 -1.2374  -0.625
S: 2.0984 0.8033 -1.2149  -0.203
C: 0.8610 2.2352 1.3074  -1.476
S: -0.1411 0.8731 1.3592  0.198
H: -1.0826 -2.5442 4.6963  0.550
H: -0.2441 -1.9557 2.3883  -0.158
H: -1.5076 0.2485 3.6300  0.575
H: 2.3171 -0.1253 4.4075  0.304
H: 3.3113 1.2627 3.1979  0.649
H: 4.1099 1.9833 1.2664  -0.188
H: 3.6494 3.8477 1.8791  -0.201
H: 3.6633 5.2902 -0.0735  0.518
H: 3.1932 5.2683 -2.7970  0.467
H: 2.1213 3.6282 -4.3392  0.312
H: 1.4035 2.1467 -3.6645  0.169
H: 3.1191 2.1757 -4.0995  0.291
N: 0.2980 -2.1789 -2.5979  0.523
P: 0.3539 -1.7971 -0.9265  1.336
C: -0.7158 -3.0784 -0.2209  0.608
C: -0.3039 -3.9292 0.8029  -0.509
C: -1.2041 -4.8301 1.3579  -0.789
C: -2.5064 -4.8946 0.8858  -0.698
C: -2.9105 -4.0723 -0.1589  -0.585
C: -2.0192 -3.1676 -0.7093  -0.733
C: 2.0329 -2.2549 -0.4442  0.301
C: 2.4404 -1.9491 0.8543  0.098
C: 3.7362 -2.2152 1.2589  -0.835
C: 4.6380 -2.7829 0.3679  -0.793
C: 4.2430 -3.0770 -0.9276  -0.777
C: 2.9436 -2.8108 -1.3369  -0.846
C: -0.3673 -1.3548 -3.4587  0.231
C: -0.6817 -1.7926 -4.7535  -1.268
C: -1.3790 -0.9650 -5.5935  -0.493
C: -1.7658 0.2989 -5.1415  -0.995
C: -1.4161 0.6637 -3.8712  -0.154
N: -0.7154 -0.1247 -3.0231  0.386
H: 0.4260 -3.1287 -2.9162  0.393
H: 0.7169 -3.9010 1.1630  0.409
H: -0.8836 -5.4843 2.1584  0.475
H: -3.2073 -5.5909 1.3275  0.447
H: -3.9249 -4.1224 -0.5332  0.496
H: -2.3533 -2.5037 -1.4994  0.424
H: 1.7584 -1.4672 1.5429  0.408
H: 4.0456 -1.9613 2.2641  0.475
H: 5.6534 -2.9854 0.6819  0.406
H: 4.9482 -3.5072 -1.6261  0.446
H: 2.6573 -3.0198 -2.3589  0.358
H: -0.3811 -2.7843 -5.0623  0.495
H: -1.6348 -1.2956 -6.5913  0.434
H: -2.3313 0.9775 -5.7617  0.497
H: -1.7048 1.6247 -3.4821  0.195
C: -0.7101 2.8144 -1.4731  -2.000
C: -0.9216 3.1675 -0.1771  0.270
C: 0.2202 3.5091 0.7598  2.195
C: -0.2101 4.1962 2.0387  -1.358
C: -1.4858 4.2688 2.4105  -0.838
C: -2.5343 3.7401 1.5508  -0.666
C: -2.2690 3.2305 0.3384  -1.113
H: 0.2407 3.0214 -1.9433  0.510
H: -1.5776 2.7944 -2.1188  0.791
H: 0.9310 4.1552 0.2420  0.549
H: 0.5950 4.5424 2.6745  0.562
H: -1.7608 4.7143 3.3567  0.446
H: -3.5595 3.7989 1.8928  0.479
H: -3.0684 2.8880 -0.3064  0.347

---

Here is a single CH6N4OS molecule from the Open Molecules 2025 dataset. Energies are from the ωB97M-V functional and the def2-TZVPD basis.

## Properties
* orbital gap: 9.61 eV
* energy relative to the best compared isomer or geometry (same formula, charge and spin): 52.1 kJ/mol
* maximum force: 0.64 eV/Å
* structure (SMILES): N/N=C(/NO)NS
* highest occupied orbital energy: -0.326 hartree
* 2S+1: 1
* lowest unoccupied orbital energy: 0.731 eV

Last column: Mulliken charge in e.
Geometry (Å):
N: -0.8925 2.0523 -0.2414  -0.515
N: -1.3099 0.6706 -0.2471  -0.478
C: -0.3047 -0.1046 -0.1003  0.479
N: -0.5660 -1.4707 0.1022  -0.254
O: 0.1270 -2.2848 -0.8230  -0.411
N: 1.0208 0.2958 -0.0552  -0.261
S: 2.2622 -0.5860 0.6843  -0.219
H: -0.9410 2.3840 -1.1904  0.207
H: -1.6214 2.5362 0.2704  0.256
H: -1.5538 -1.6102 -0.0667  0.322
H: 0.8157 -2.7041 -0.2715  0.341
H: 1.0700 1.3037 -0.0322  0.382
H: 1.8936 -0.4820 1.9710  0.151

---

Here is C29H30MnN6PTe as an isolated structure at a distorted geometry from the Open Molecules 2025 dataset. Energies are from the ωB97M-V functional and the def2-TZVPD basis.

## Properties
* orbital gap (spin up / spin down): 7.77 / 7.79 eV
* energy relative to the best compared isomer or geometry (same formula, charge and spin): 97.5 kJ/mol
* maximum force: 2.25 eV/Å
* highest occupied orbital energy (spin up / spin down): -0.365 / -0.369 hartree
* 2S+1: 2
* ⟨S²⟩: 0.90
* lowest unoccupied orbital energy (spin up / spin down): -2.169 / -2.260 eV
* net charge: +1

Last column: Mulliken charge in e.
Geometry (Å):
Mn: -2.2831 0.2041 -0.0415  0.518
C: 1.5163 -3.3793 1.8963  -0.877
N: 0.4432 -2.3786 1.9216  0.473
C: -0.0356 -1.7571 3.0464  -0.978
C: -0.9961 -0.8906 2.6237  -0.525
N: -1.1177 -0.9834 1.2627  0.770
C: -0.2408 -1.8820 0.8562  -0.176
P: -0.0452 -2.4862 -0.8376  -0.439
C: 0.0923 -0.8959 -1.7068  -0.135
N: -0.7577 0.1118 -1.6482  0.332
C: -0.3019 1.0647 -2.5176  -0.941
C: 0.8292 0.6176 -3.1313  -0.456
N: 1.0735 -0.6318 -2.6131  0.344
C: 2.2196 -1.4844 -2.9485  -0.834
C: -1.8035 -2.7361 -1.1914  -0.354
N: -2.6971 -1.7722 -1.1840  0.560
C: -3.8566 -2.3173 -1.6666  -0.728
C: -3.6540 -3.6345 -1.9625  -0.674
N: -2.3422 -3.8951 -1.6598  0.162
C: -1.6638 -5.1870 -1.8188  -0.798
H: 1.9168 -3.4778 2.8993  0.320
H: 1.1414 -4.3452 1.5701  0.322
H: 2.3145 -3.0577 1.2338  0.339
H: 0.3512 -1.9705 4.0327  0.433
H: -1.5946 -0.2074 3.2073  0.555
H: -0.8176 2.0037 -2.6528  0.585
H: 1.4643 1.0659 -3.8828  0.456
H: 2.8921 -0.9210 -3.5885  0.323
H: 2.7541 -1.7723 -2.0471  0.305
H: 1.9004 -2.3799 -3.4744  0.334
H: -4.7572 -1.7362 -1.7931  0.606
H: -4.3174 -4.3883 -2.3586  0.456
H: -2.4014 -5.9320 -2.0976  0.331
H: -0.9048 -5.1356 -2.5957  0.313
H: -1.1985 -5.4922 -0.8863  0.313
C: -4.4716 -0.1331 0.4213  -0.556
C: -3.8655 0.2782 1.6140  -0.737
C: -3.3284 1.5721 1.4170  -0.768
C: -3.6111 1.9626 0.0802  -0.740
C: -4.3164 0.9007 -0.5418  -0.441
H: -5.0357 -1.0410 0.2973  0.613
H: -3.8767 -0.2707 2.5410  0.591
H: -2.9037 2.2004 2.1778  0.705
H: -3.4359 2.9367 -0.3421  0.483
H: -4.7608 0.9345 -1.5212  0.467
Te: -0.0732 2.3969 0.8866  0.598
C: 1.2139 3.9778 0.3333  0.205
C: 1.8637 3.9650 -0.8968  0.072
C: 2.7425 4.9906 -1.2228  -0.666
C: 2.9625 6.0303 -0.3279  -0.476
C: 2.3020 6.0477 0.8946  -0.569
C: 1.4245 5.0211 1.2297  -0.491
C: 1.6001 1.1929 1.3896  0.180
C: 2.3571 0.6015 0.3764  0.185
C: 3.4784 -0.1632 0.6906  -0.625
C: 3.8502 -0.3419 2.0206  -0.590
C: 3.1051 0.2539 3.0307  -0.630
C: 1.9807 1.0181 2.7180  -0.453
H: 1.6872 3.1589 -1.6011  0.178
H: 3.2521 4.9800 -2.1786  0.402
H: 3.6474 6.8288 -0.5854  0.380
H: 2.4689 6.8589 1.5916  0.389
H: 0.9117 5.0348 2.1853  0.354
H: 2.0852 0.7685 -0.6624  -0.056
H: 4.0780 -0.6011 -0.1032  0.435
H: 4.7318 -0.9256 2.2651  0.444
H: 3.4044 0.1372 4.0668  0.439
H: 1.4095 1.4881 3.5102  0.446

---

Here is a single C17H25N3O4 molecule at a distorted geometry from the Open Molecules 2025 dataset. Energies are from the ωB97M-V functional and the def2-TZVPD basis.

## Properties
* orbital gap: 9.82 eV
* energy relative to the best compared isomer or geometry (same formula, charge and spin): 79.0 kJ/mol
* maximum force: 1.50 eV/Å
* structure (SMILES): COC(=O)[C@@H]1CCCN1C(=O)CCc1nnc(C2CCCCC2)o1
* highest occupied orbital energy: -0.341 hartree
* 2S+1: 1
* lowest unoccupied orbital energy: 0.545 eV

Last column: Mulliken charge in e.
Geometry (Å):
C: 2.6723 -3.2134 2.0257  -0.764
O: 2.0176 -2.0037 2.3833  -0.298
C: 1.9817 -1.0670 1.4311  0.139
O: 2.6021 -1.1085 0.4043  -0.635
C: 1.1783 0.1494 1.8863  0.542
C: 1.7505 0.8422 3.1226  -0.826
C: 0.5172 1.5261 3.7092  -0.774
C: -0.5883 0.4921 3.4899  -0.666
N: -0.1684 -0.2213 2.2989  0.526
C: -0.7778 -1.2488 1.6826  0.450
O: -0.2103 -1.8730 0.8020  -0.609
C: -2.2155 -1.5396 2.0762  -1.080
C: -3.1570 -0.6106 1.2849  -0.613
C: -2.8172 -0.6954 -0.1565  0.650
N: -3.3320 -1.4662 -1.0524  -0.586
N: -2.6241 -1.2788 -2.1872  -0.605
C: -1.7103 -0.4029 -1.9277  -0.045
C: -0.6768 0.1217 -2.8516  0.754
C: -1.1977 1.3658 -3.5862  -0.839
C: -0.1363 1.8796 -4.5541  -0.766
C: 1.1595 2.2012 -3.8144  -0.622
C: 1.6670 0.9723 -3.0649  -1.117
C: 0.6077 0.4636 -2.0946  -0.379
O: -1.7883 0.0308 -0.6493  -0.201
H: 3.6858 -3.0060 1.6766  0.305
H: 2.1136 -3.7068 1.2286  0.286
H: 2.6891 -3.8285 2.9218  0.263
H: 1.1268 0.8349 1.0298  0.108
H: 2.1335 0.0916 3.8148  0.383
H: 2.5469 1.5389 2.8725  0.392
H: 0.2961 2.4360 3.1502  0.317
H: 0.6369 1.7826 4.7596  0.416
H: -0.6472 -0.1975 4.3407  0.413
H: -1.5649 0.9623 3.3521  0.275
H: -2.4279 -2.5717 1.7945  0.454
H: -2.3736 -1.4146 3.1466  0.408
H: -3.0418 0.4234 1.6157  0.256
H: -4.1906 -0.9259 1.4226  0.400
H: -0.4825 -0.6630 -3.5886  0.443
H: -1.4355 2.1434 -2.8557  0.313
H: -2.1128 1.1140 -4.1255  0.373
H: -0.5067 2.7715 -5.0641  0.367
H: 0.0582 1.1168 -5.3108  0.353
H: 1.9151 2.5441 -4.5242  0.365
H: 0.9784 3.0113 -3.1034  0.317
H: 2.5777 1.2149 -2.5151  0.362
H: 1.9094 0.1839 -3.7801  0.374
H: 0.9752 -0.4125 -1.5579  0.354
H: 0.3867 1.2414 -1.3588  0.065

---

Here is a single C4H8O2 molecule from the Open Molecules 2025 dataset. Energies are from the ωB97M-V functional and the def2-TZVPD basis.

## Properties
* orbital gap: 11.19 eV
* energy relative to the best compared isomer or geometry (same formula, charge and spin): 179.0 kJ/mol
* maximum force: 0.30 eV/Å
* structure (SMILES): C[C@@]1(CO)CO1
* highest occupied orbital energy: -0.376 hartree
* 2S+1: 1
* lowest unoccupied orbital energy: 0.954 eV

Last column: Mulliken charge in e.
Geometry (Å):
C: 0.9675 -1.1500 -0.6513  -1.374
C: -0.0220 -0.1352 -0.1331  1.294
C: 0.4621 0.7538 1.0059  -0.653
O: -0.6105 1.3930 1.6460  -0.541
C: -1.1425 0.3387 -0.9448  -0.693
O: -1.3433 -0.6384 0.0798  -0.549
H: 0.9605 -2.0305 -0.0004  0.300
H: 1.9833 -0.7404 -0.6571  0.337
H: 0.7201 -1.4762 -1.6653  0.382
H: 1.1213 1.5322 0.6038  0.299
H: 1.0558 0.1489 1.7123  0.312
H: -1.3094 0.7215 1.7018  0.342
H: -1.2629 -0.0306 -1.9629  0.297
H: -1.5800 1.3131 -0.7347  0.246

---

> Which value of energy relative to the best compared isomer or geometry (same formula, charge and spin) does entry 2 give?

52.1 kJ/mol

---

> Which of these has the highest energy relative to the best compared isomer or geometry (same formula, charge and spin)?

C38H34BCl5N6OPReS2